Record 1
This record from the OMol25 dataset describes a cluster of 12 separate species, H24O12 in total. The level of theory is ωB97M-V/def2-TZVPD.

Gap between HOMO and LUMO (hartree): 0.29828
HOMO energy (eV): -8.2
Calculated total energy (hartree): -917.06196
Structure (SMILES): O.O.O.O.O.O.O.O.O.O.O.O
LUMO (eV): -0.10

```
36
H24O12, DFT ωB97M-V/def2-TZVPD
O -0.447 0.581 -0.634
H 0.235 0.234 -1.266
H 0.062 1.401 -0.263
O -1.852 -1.501 1.925
H -1.310 -0.991 1.361
H -2.564 -1.737 1.347
O 2.768 -2.650 -4.622
H 2.352 -1.854 -4.113
H 3.472 -2.210 -5.054
O -1.804 -0.572 -3.869
H -2.276 0.100 -4.315
H -1.964 -1.205 -4.593
O 1.941 -0.365 1.417
H 2.444 0.380 1.404
H 2.606 -0.940 1.026
O -0.162 1.953 -1.940
H -1.113 1.626 -1.802
H -0.090 2.659 -1.317
O -1.604 2.152 4.604
H -1.516 1.706 3.819
H -1.769 1.602 5.399
O -0.188 2.540 1.731
H -0.858 2.717 2.384
H 0.341 2.020 2.246
O -2.747 0.081 -0.656
H -3.573 0.443 -1.025
H -2.645 -0.777 -1.032
O 4.958 0.182 0.658
H 4.332 0.551 0.001
H 4.941 0.810 1.306
O -4.349 0.050 1.219
H -4.589 -0.837 1.275
H -3.372 0.151 1.498
O 3.370 -2.749 1.032
H 4.207 -2.966 0.550
H 2.759 -2.583 0.300
```

---

Record 2
This record from the OMol25 dataset describes a cluster of 12 separate species, H24O12 in total. The level of theory is ωB97M-V/def2-TZVPD.

Gap between HOMO and LUMO (hartree): 0.41588
HOMO energy (eV): -11.2
Calculated total energy (hartree): -917.29775
Structure (SMILES): O.O.O.O.O.O.O.O.O.O.O.O
LUMO (eV): 0.07

```
36
H24O12, DFT ωB97M-V/def2-TZVPD
O 2.880 -1.717 -0.143
H 3.016 -0.782 -0.132
H 2.844 -2.091 0.795
O 1.899 -2.592 2.469
H 2.122 -3.009 3.238
H 1.542 -1.719 2.715
O 2.103 2.876 -1.849
H 1.197 3.166 -1.566
H 2.267 2.031 -1.468
O -1.326 -2.816 -0.977
H -1.090 -3.752 -1.073
H -0.459 -2.445 -1.227
O -2.026 -1.111 1.624
H -1.881 -1.766 0.985
H -2.927 -1.159 1.751
O -0.318 3.373 2.317
H -0.076 4.323 2.628
H 0.181 2.810 2.938
O -1.839 2.178 0.292
H -1.553 2.637 1.087
H -1.684 2.809 -0.427
O -0.655 0.040 -3.723
H -1.312 0.193 -3.054
H -0.094 0.815 -3.712
O -2.579 -0.040 -1.636
H -2.704 -0.947 -1.307
H -2.428 0.451 -0.859
O 0.433 0.111 2.644
H -0.470 -0.319 2.784
H 0.603 0.304 1.729
O 0.777 -1.414 -1.760
H 0.726 -1.079 -2.657
H 1.613 -1.704 -1.487
O 0.718 0.755 -0.113
H 0.388 0.098 -0.729
H 0.111 1.491 -0.098
```

---

Record 3
This record from the OMol25 dataset describes a cluster of 12 separate species, H24O12 in total. The level of theory is ωB97M-V/def2-TZVPD.

Gap between HOMO and LUMO (hartree): 0.35213
HOMO energy (eV): -10.2
Calculated total energy (hartree): -917.17944
Structure (SMILES): O.O.O.O.O.O.O.O.O.O.O.O
LUMO (eV): -0.58

```
36
H24O12, DFT ωB97M-V/def2-TZVPD
O -0.621 -1.045 -0.142
H -1.334 -0.419 -0.312
H 0.177 -0.565 -0.387
O -0.090 -0.709 -3.576
H -0.982 -0.422 -3.347
H -0.218 -1.281 -4.341
O -3.055 -2.980 -2.685
H -2.937 -2.376 -3.427
H -2.431 -3.692 -2.860
O -3.014 0.988 3.785
H -3.017 0.028 3.692
H -3.423 1.303 2.971
O 1.484 2.031 1.107
H 0.614 1.795 1.447
H 1.315 2.789 0.536
O 4.564 -0.929 0.409
H 4.275 -1.096 1.313
H 4.433 -1.772 -0.039
O 0.519 -3.589 -0.023
H 1.106 -3.884 -0.729
H -0.248 -3.237 -0.489
O 0.984 3.462 -1.072
H 1.066 4.221 -0.483
H 0.047 3.440 -1.298
O -3.882 0.307 0.392
H -3.227 1.014 0.369
H -4.383 0.425 -0.424
O 3.546 1.741 1.263
H 3.957 1.313 0.503
H 4.284 2.147 1.731
O 2.059 -2.863 1.981
H 1.883 -2.545 2.874
H 1.770 -2.140 1.413
O -1.896 3.185 -0.186
H -1.895 2.321 -0.614
H -1.434 3.034 0.647
```

---

Record 4
This record from the OMol25 dataset describes a cluster of 12 separate species, H24O12 in total. The level of theory is ωB97M-V/def2-TZVPD.

Gap between HOMO and LUMO (hartree): 0.39589
HOMO energy (eV): -11.1
Calculated total energy (hartree): -917.20857
Structure (SMILES): O.O.O.O.O.O.O.O.O.O.O.O
LUMO (eV): -0.28

```
36
H24O12, DFT ωB97M-V/def2-TZVPD
O -0.542 -0.040 -0.750
H 0.103 -0.448 -0.162
H -0.517 -0.587 -1.543
O 2.910 1.731 -0.938
H 2.546 2.494 -0.475
H 2.738 0.992 -0.344
O -1.753 3.504 1.250
H -1.043 3.460 0.600
H -1.340 3.207 2.069
O -4.326 0.195 0.373
H -4.660 -0.706 0.297
H -5.035 0.740 0.013
O -5.216 -1.639 -1.600
H -5.767 -1.384 -2.349
H -4.364 -1.228 -1.784
O 3.084 -1.949 2.238
H 2.391 -1.663 1.632
H 3.795 -1.314 2.098
O 2.628 -0.423 -3.131
H 3.060 -1.244 -3.392
H 1.817 -0.712 -2.698
O -0.105 -0.449 3.507
H 0.718 -0.679 3.060
H 0.094 0.385 3.949
O -1.174 -2.493 0.439
H -1.019 -3.379 0.094
H -2.070 -2.532 0.793
O 1.495 1.561 1.961
H 1.896 1.450 1.092
H 0.663 2.014 1.779
O 0.728 3.685 -1.988
H 0.189 3.387 -2.729
H 1.633 3.623 -2.316
O 2.317 -3.513 -1.142
H 1.358 -3.483 -1.232
H 2.458 -3.753 -0.219
```